1.
Entry from OMol25: a gas-phase ion, CH6ClN2S (charge +1) in a non-equilibrium geometry (the ωB97M-V functional and the def2-TZVPD basis).

Each line ends with the Löwdin charge.
Cartesian coordinates (Å):
N: -0.407 0.819 -0.998  0.1547
C: 0.525 -0.314 -0.521  -0.3639
N: 0.446 -0.143 0.878  -0.9036
S: -0.919 -1.074 1.590  0.7507
Cl: 1.877 -0.512 1.892  0.5832
H: -0.490 0.655 -2.094  0.2202
H: 0.008 1.759 -0.680  0.2056
H: -1.350 0.470 -0.599  0.1569
H: 0.069 -1.351 -0.804  0.1409
H: 1.590 -0.385 -0.869  0.1424
H: -1.350 0.078 2.204  -0.0871

Computed properties:
net charge: +1
HOMO: -14.02 eV
lowest unoccupied orbital energy: -0.155 Eh
SMILES string: [NH3+]CN(S)Cl

***

2.
Entry from OMol25: a molecular structure, CH6ClP3 in a non-equilibrium geometry (the ωB97M-V functional and the def2-TZVPD basis).

Each line ends with the Löwdin charge.
Cartesian coordinates (Å):
C: -0.103 0.086 0.080  -1.2873
P: -0.488 1.434 1.275  0.6627
P: 0.526 0.845 -1.612  0.6595
P: -0.796 -1.505 0.698  0.6829
Cl: 2.093 -0.744 0.381  -0.0115
H: 0.802 2.234 1.454  -0.0412
H: -0.293 0.682 2.452  -0.1175
H: 1.255 -0.295 -2.128  -0.1218
H: -0.477 0.659 -2.566  -0.1514
H: -2.066 -1.283 0.431  -0.1547
H: -0.453 -2.112 -0.465  -0.1197

Computed properties:
HOMO: -9.48 eV
lowest unoccupied orbital energy: -0.050 Eh

***

3.
Entry from OMol25: a molecular structure, CH6FN4OP3 in a non-equilibrium geometry (the ωB97M-V functional and the def2-TZVPD basis).

Each line ends with the Löwdin charge.
Cartesian coordinates (Å):
C: -2.103 -1.349 1.436  -0.0349
N: 2.502 -0.219 1.054  -0.1589
N: 0.689 1.117 -2.594  -0.4192
N: 0.294 -0.548 -0.034  -0.3912
N: -1.344 1.583 -1.206  -0.4672
O: -2.276 -0.298 0.350  -0.3413
F: 1.490 1.683 -0.066  -0.3967
P: 1.789 0.077 -0.448  0.6752
P: -0.263 2.320 -2.263  0.7026
P: -1.034 0.196 -0.510  0.6619
H: -0.988 -1.358 1.456  0.0418
H: -2.618 -2.211 0.877  0.1177
H: -2.490 -0.987 2.401  0.0877
H: 3.032 -0.975 0.992  -0.0553
H: 1.408 1.254 -3.286  -0.0399
H: 1.914 -0.286 1.840  0.0178

Computed properties:
HOMO: -8.97 eV
lowest unoccupied orbital energy: -0.025 Eh

***

4.
Entry from OMol25: 2 unconnected molecules or ions with the total composition CH6IN3O in a non-equilibrium geometry (the ωB97M-V functional and the def2-TZVPD basis).

Each line ends with the Löwdin charge.
Cartesian coordinates (Å):
C: 1.568 1.486 -0.662  -0.0925
N: -0.857 0.898 -1.832  0.0908
N: -0.904 -2.169 2.173  -0.4955
N: 0.776 0.292 -0.311  -0.0391
O: -0.297 0.054 -0.917  -0.1682
I: -2.688 -2.843 1.387  0.6149
H: 1.534 2.166 0.229  0.1044
H: 2.557 1.160 -0.832  0.0492
H: 1.369 1.821 -1.724  0.0852
H: -0.987 -1.715 3.057  -0.0394
H: -1.661 0.479 -2.097  -0.0174
H: -0.407 -1.629 1.529  -0.0923

Computed properties:
HOMO (alpha / beta): -8.81 / -8.81 eV
lowest unoccupied orbital energy (alpha / beta): -0.019 / -0.020 Eh

***

5.
Entry from OMol25: 2 unconnected molecules or ions with the total composition CH6IN4 in a non-equilibrium geometry (the ωB97M-V functional and the def2-TZVPD basis).

Each line ends with the Löwdin charge.
Cartesian coordinates (Å):
C: 0.584 0.538 0.249  -0.2182
N: -0.117 1.322 0.835  0.0621
N: 1.760 0.399 -0.220  0.1771
N: -0.296 -1.073 -0.769  -0.4265
N: -1.345 1.168 1.065  0.0509
I: 0.346 -3.102 -0.689  0.8007
H: 2.546 -0.141 0.162  0.1561
H: 1.986 0.885 -0.994  0.0890
H: -1.207 -1.143 -0.353  -0.0348
H: -1.834 0.291 0.748  0.1341
H: -1.832 1.807 1.729  0.1588
H: -0.592 -0.951 -1.763  0.0506

Computed properties:
net charge: +1
HOMO: -13.90 eV
lowest unoccupied orbital energy: -0.188 Eh

***

6.
Entry from OMol25: 2 unconnected molecules or ions with the total composition CH6N2 in a non-equilibrium geometry (the ωB97M-V functional and the def2-TZVPD basis).

Each line ends with the Löwdin charge.
Cartesian coordinates (Å):
C: -1.627 0.907 1.466  -0.1471
N: -0.571 1.545 1.199  0.0057
H: -2.604 1.342 1.613  0.0524
H: -1.561 -0.174 1.664  0.0600
H: 0.249 1.024 1.493  0.0304
N: 1.356 -1.162 -1.986  0.0123
H: 1.259 -0.388 -1.350  -0.0087
H: 1.298 -2.081 -1.586  -0.0038
H: 2.201 -1.013 -2.513  -0.0013

Computed properties:
HOMO: -9.83 eV
lowest unoccupied orbital energy: 0.035 Eh
SMILES string: C=N.N

***

7.
Entry from OMol25: 2 unconnected molecules or ions with the total composition CH6N2 in a non-equilibrium geometry (the ωB97M-V functional and the def2-TZVPD basis).

Each line ends with the Löwdin charge.
Cartesian coordinates (Å):
C: -0.142 0.489 1.488  -0.0782
N: 0.161 -0.642 -1.829  -0.1763
N: -0.067 0.472 -1.991  -0.0112
H: 0.340 -0.121 2.350  0.0561
H: 0.609 0.997 0.818  0.0250
H: -0.618 1.392 1.712  -0.0192
H: 0.439 -1.337 -2.596  0.1180
H: 0.108 -1.101 -0.879  0.0907
H: -0.830 -0.148 0.927  -0.0049

Computed properties:
HOMO: -8.11 eV
lowest unoccupied orbital energy: 0.035 Eh

***

8.
Entry from OMol25: 2 unconnected molecules or ions with the total composition CH6N2 in a non-equilibrium geometry (the ωB97M-V functional and the def2-TZVPD basis).

Each line ends with the Löwdin charge.
Cartesian coordinates (Å):
C: -1.809 -0.397 1.196  -0.1847
N: -1.446 -0.888 2.299  -0.0290
H: -1.844 0.761 1.437  0.0918
H: -1.686 -0.912 0.155  0.0854
H: -1.132 -1.864 2.364  0.0366
N: 2.263 1.067 -1.995  -0.0473
H: 2.010 1.140 -0.971  0.0144
H: 1.276 1.054 -2.463  0.0409
H: 2.370 0.040 -2.021  -0.0080

Computed properties:
HOMO: -9.91 eV
lowest unoccupied orbital energy: 0.025 Eh
SMILES string: C=N.N

***

9.
Entry from OMol25: 2 unconnected molecules or ions with the total composition CH6N2O in a non-equilibrium geometry (the ωB97M-V functional and the def2-TZVPD basis).

Each line ends with the Löwdin charge.
Cartesian coordinates (Å):
H: 1.405 1.382 -0.211  0.0282
N: 1.401 0.411 -0.475  0.0498
C: 0.848 -0.342 0.462  -0.3808
N: -0.143 -0.071 1.377  0.0476
H: 1.110 -1.360 0.585  0.0952
H: -0.407 0.973 1.286  0.1405
H: -0.885 -0.758 1.444  0.0935
O: -1.566 0.028 -1.219  -0.1001
H: -0.639 0.067 -0.968  -0.0400
H: -1.953 -0.851 -1.475  0.0663

Computed properties:
HOMO: -9.49 eV
lowest unoccupied orbital energy: 0.030 Eh
SMILES string: [H]/N=C\N.O

***

10.
Entry from OMol25: 2 unconnected molecules or ions with the total composition CH6N2O2 in a non-equilibrium geometry (the ωB97M-V functional and the def2-TZVPD basis).

Each line ends with the Löwdin charge.
Cartesian coordinates (Å):
O: 3.046 0.628 1.570  -0.2164
C: 1.605 0.381 1.621  -0.1552
N: 0.907 0.953 0.677  -0.0639
O: 1.654 1.665 -0.237  -0.0283
H: 1.175 -0.219 2.399  0.1149
H: 0.004 0.620 0.277  0.0804
H: 2.572 1.554 0.174  0.0872
N: -0.927 -0.398 -0.784  0.0309
H: -1.359 -1.175 -0.295  0.0473
H: -1.604 -0.043 -1.451  0.0485
H: -0.151 -0.772 -1.323  0.0547

Computed properties:
HOMO: -9.10 eV
lowest unoccupied orbital energy: 0.017 Eh
SMILES string: O=CNO.N

***

11.
Entry from OMol25: 2 unconnected molecules or ions with the total composition CH6N2O2S in a non-equilibrium geometry (the ωB97M-V functional and the def2-TZVPD basis).

Each line ends with the Löwdin charge.
Cartesian coordinates (Å):
C: 0.007 0.136 1.154  -0.0480
N: -2.147 -0.468 -0.039  0.0624
N: 0.923 0.944 -1.312  -0.1087
O: 2.377 0.363 0.704  -0.3037
O: 1.269 -1.476 -0.617  -0.3134
S: 1.278 -0.150 -0.058  0.5141
H: 0.108 -0.640 1.816  0.0163
H: -0.556 1.092 1.071  0.0664
H: -2.173 -0.801 0.947  -0.0244
H: -1.789 -1.313 -0.469  -0.0326
H: 0.369 1.774 -1.077  0.0631
H: 0.334 0.539 -2.120  0.1086

Computed properties:
HOMO (alpha / beta): -9.74 / -11.05 eV
lowest unoccupied orbital energy (alpha / beta): -0.030 / -0.029 Eh

***

12.
Entry from OMol25: 3 unconnected molecules or ions with the total composition CH6N2P in a non-equilibrium geometry (the ωB97M-V functional and the def2-TZVPD basis).

Each line ends with the Löwdin charge.
Cartesian coordinates (Å):
C: 0.130 0.415 -0.698  -0.4904
N: -0.798 -0.535 1.532  -0.1246
N: 1.282 -0.030 -1.076  0.1446
P: -1.391 0.867 -1.121  0.9675
H: -0.899 -1.580 1.470  0.0210
H: 0.205 -0.803 1.730  0.0032
H: 1.335 -0.662 -1.911  0.1762
H: 2.150 0.144 -0.772  0.0803
H: -0.759 2.044 -1.826  -0.0290
H: -1.255 0.140 2.673  0.2513

Computed properties:
net charge: +1
HOMO: -14.28 eV
lowest unoccupied orbital energy: -0.204 Eh

***

13.
Entry from OMol25: CH6N2P2 in the gas phase in a non-equilibrium geometry (the ωB97M-V functional and the def2-TZVPD basis).

Each line ends with the Löwdin charge.
Cartesian coordinates (Å):
H: 2.039 2.771 0.903  -0.1642
P: 2.608 1.523 0.509  0.6877
N: 1.194 0.853 0.133  -0.7052
P: 1.073 -0.823 -0.409  0.7124
N: -0.791 -0.583 -0.836  -0.3075
C: -1.494 -0.367 0.465  -0.2221
H: 1.441 -0.924 -1.760  -0.1118
H: -1.090 -1.415 -1.202  -0.0241
H: -2.408 0.096 0.378  0.0265
H: -1.806 -1.367 0.722  0.0571
H: -0.767 0.235 1.096  0.0512

Computed properties:
HOMO: -8.25 eV
lowest unoccupied orbital energy: -0.032 Eh
SMILES string: [H]/P=N/PNC

***

14.
Entry from OMol25: 2 unconnected molecules or ions with the total composition CH6N2S in a non-equilibrium geometry (the ωB97M-V functional and the def2-TZVPD basis).

Each line ends with the Löwdin charge.
Cartesian coordinates (Å):
H: -2.359 1.660 2.091  0.0009
N: -1.916 1.018 1.483  0.0377
C: -1.628 1.676 0.396  -0.3731
N: -0.690 1.265 -0.528  0.0701
H: -2.310 2.490 0.227  0.1006
H: -0.263 2.030 -1.028  0.0871
H: -0.209 0.503 -0.071  0.0592
S: 1.851 -1.890 -0.491  0.4514
H: 2.324 -0.720 -0.637  -0.3054
H: 1.211 -1.757 -1.789  -0.1283

Computed properties:
HOMO: -9.13 eV
lowest unoccupied orbital energy: 0.027 Eh
SMILES string: [H]/N=C/N.S

***

15.
Entry from OMol25: CH6N2S in the gas phase in a non-equilibrium geometry (the ωB97M-V functional and the def2-TZVPD basis).

Each line ends with the Löwdin charge.
Cartesian coordinates (Å):
C: -0.693 0.988 0.476  -0.1538
N: 0.169 0.036 -0.224  -0.6109
N: -0.260 -1.224 -0.330  -0.1300
S: 2.045 0.081 0.026  0.6336
H: -0.292 1.442 1.388  0.0627
H: -1.156 1.727 -0.271  0.0979
H: -1.495 0.421 0.933  0.0559
H: -0.170 -1.675 -1.273  0.1006
H: -0.248 -1.855 0.574  0.1332
H: 2.101 0.060 -1.299  -0.1891

Computed properties:
HOMO: -8.53 eV
lowest unoccupied orbital energy: 0.033 Eh
SMILES string: CN(N)S

***

16.
Entry from OMol25: 2 unconnected molecules or ions with the total composition CH6N2S2 (the ωB97M-V functional and the def2-TZVPD basis).

Each line ends with the Löwdin charge.
Cartesian coordinates (Å):
H: -0.847 -2.364 0.014  0.0334
N: 0.055 -1.972 0.260  0.0725
C: 0.406 -1.165 -0.656  -0.4298
N: 1.559 -0.434 -0.589  0.0452
H: -0.244 -1.001 -1.512  0.1172
H: 2.097 -0.296 -1.429  0.0908
H: 2.088 -0.483 0.267  0.0941
S: -2.205 1.708 1.306  0.2139
S: -0.156 1.930 1.162  0.2421
H: -2.649 2.954 1.068  -0.2131
H: -0.105 1.123 0.109  -0.2662

Computed properties:
HOMO: -8.97 eV
lowest unoccupied orbital energy: 0.016 Eh
SMILES string: [H]/N=C/N.SS

***

17.
Entry from OMol25: 2 unconnected molecules or ions with the total composition CH6N2S2 in a non-equilibrium geometry (the ωB97M-V functional and the def2-TZVPD basis).

Each line ends with the Löwdin charge.
Cartesian coordinates (Å):
S: -3.941 3.465 -2.131  0.3387
S: -3.784 1.456 -1.751  0.3356
H: -2.984 3.522 -3.108  -0.1510
H: -3.279 1.599 -0.507  -0.1792
N: 1.438 -0.551 1.258  0.2177
C: 2.048 -1.768 1.174  -0.2638
N: 2.871 -2.060 0.254  0.2052
H: 1.615 -0.080 0.377  0.1331
H: 0.649 -0.361 1.833  0.1232
H: 1.898 -2.392 2.071  0.1493
H: 3.469 -2.829 0.530  0.0912

Computed properties:
net charge: +1
2S+1: 2
<S²>: 0.767
HOMO (alpha / beta): -13.23 / -11.41 eV
lowest unoccupied orbital energy (alpha / beta): -0.112 / -0.350 Eh

***

18.
Entry from OMol25: 2 unconnected molecules or ions with the total composition CH6N2Si in a non-equilibrium geometry (the ωB97M-V functional and the def2-TZVPD basis).

Each line ends with the Löwdin charge.
Cartesian coordinates (Å):
C: 0.068 0.421 0.099  -0.6308
N: 1.178 1.140 -0.357  -0.0244
N: 0.902 0.936 1.069  -0.0202
Si: -0.681 -1.255 -0.256  0.5957
H: -1.469 1.337 -0.382  0.1391
H: 1.956 0.554 -0.666  0.0954
H: 0.634 1.804 1.524  0.1007
H: -1.642 -1.488 0.813  -0.0807
H: 0.342 -2.311 -0.269  -0.0919
H: -1.288 -1.139 -1.575  -0.0829

Computed properties:
HOMO: -9.06 eV
lowest unoccupied orbital energy: 0.016 Eh

***

19.
Entry from OMol25: 2 unconnected molecules or ions with the total composition CH6N2Si in a non-equilibrium geometry (the ωB97M-V functional and the def2-TZVPD basis).

Each line ends with the Löwdin charge.
Cartesian coordinates (Å):
C: -0.731 1.131 -0.619  -0.2439
N: 0.441 -1.197 2.040  0.0166
N: 0.626 -0.509 1.006  -0.2527
Si: 0.201 -0.483 -0.686  0.4926
H: 0.065 1.710 -0.298  -0.0135
H: -0.937 1.602 -1.511  -0.0090
H: -1.547 1.202 0.129  0.0567
H: 0.880 -0.684 2.836  0.0521
H: -0.544 -2.172 -1.551  -0.0344
H: 1.546 -0.600 -1.345  -0.0645

Computed properties:
HOMO: -8.56 eV
lowest unoccupied orbital energy: 0.008 Eh

***

20.
Entry from OMol25: 2 unconnected molecules or ions with the total composition CH6N3 in a non-equilibrium geometry (the ωB97M-V functional and the def2-TZVPD basis).

Each line ends with the Löwdin charge.
Cartesian coordinates (Å):
C: 0.952 -0.448 0.225  0.0311
N: -0.872 0.584 0.141  0.0094
N: 1.873 0.284 -0.174  0.1306
N: -1.873 -0.131 -0.187  0.0147
H: 1.082 -1.518 0.600  0.1215
H: -0.921 0.954 1.086  0.1051
H: 1.414 1.204 -0.381  0.1526
H: 2.769 -0.052 -0.536  0.1573
H: -1.874 -0.261 -1.182  0.1260
H: -2.549 -0.617 0.409  0.1517

Computed properties:
net charge: +1
HOMO (alpha / beta): -13.53 / -13.53 eV
lowest unoccupied orbital energy (alpha / beta): -0.153 / -0.153 Eh